Entry 1:
CH3Cl2FSi | the ωB97M-V functional and the def2-TZVPD basis

Geometry as XYZ:
```
8
CH3Cl2FSi (the ωB97M-V functional and the def2-TZVPD basis)
C -0.451 0.272 -0.289
F -2.442 -0.628 1.308
Si 1.337 0.176 -0.259
Cl 2.627 1.440 0.580
Cl 2.411 -1.520 -0.579
H -1.722 -0.147 0.676
H -0.757 1.099 -0.971
H -1.003 -0.692 -0.466
```

Properties
Charge: 0
Lowest unoccupied orbital energy: -1.2 eV
Frontier orbital gap: 8.291 eV

Atom charges from the Löwdin analysis, given in e for atoms 1 to 5: -0.319 -0.251 -0.123 0.352 0.299

---

Entry 2:
CH3Cl2OP | the ωB97M-V functional and the def2-TZVPD basis

Geometry as XYZ:
```
8
CH3Cl2OP (the ωB97M-V functional and the def2-TZVPD basis)
C 0.466 0.462 0.273
O 1.437 -0.896 -0.862
P -0.957 0.362 -0.728
Cl -1.640 -1.322 0.082
Cl -2.294 1.710 0.144
H 0.740 -0.153 1.105
H 1.005 1.416 0.175
H 1.242 -1.578 -0.188
```

Properties
Charge: 0
Lowest unoccupied orbital energy: -1.0 eV
Frontier orbital gap: 9.057 eV

Atom charges from the Löwdin analysis, given in e for atoms 1 to 5: -0.324 -0.243 0.138 0.224 0.115

---

Entry 3:
CH3Cl3Si | the ωB97M-V functional and the def2-TZVPD basis

Geometry as XYZ:
```
8
CH3Cl3Si (the ωB97M-V functional and the def2-TZVPD basis)
C -1.138 -0.671 -0.555
Si 0.590 -0.404 -1.481
Cl -2.504 -0.593 -1.646
Cl -1.442 0.500 0.829
Cl 1.651 2.492 2.165
H -0.978 -1.563 0.061
H 2.756 2.050 1.679
H 1.065 -1.810 -1.051
```

Properties
Charge: 0
Lowest unoccupied orbital energy: -1.5 eV
Frontier orbital gap: 7.714 eV

Atom charges from the Löwdin analysis, given in e for atoms 1 to 5: -1.433 0.715 0.493 0.402 0.249

---

Entry 4:
CH3ClF2Si | the ωB97M-V functional and the def2-TZVPD basis

Geometry as XYZ:
```
8
CH3ClF2Si (the ωB97M-V functional and the def2-TZVPD basis)
C -1.268 -0.058 0.075
F -1.660 -0.007 1.391
F -1.407 1.206 -0.371
Si 1.552 -0.083 -0.061
Cl -2.318 -1.202 -0.796
H 2.065 -0.990 0.911
H 1.323 1.282 0.364
H 1.713 -0.148 -1.514
```

Properties
Charge: 0
Lowest unoccupied orbital energy: -0.9 eV
Frontier orbital gap: 7.890 eV

Atom charges from the Löwdin analysis, given in e for atoms 1 to 5: -0.887 -0.067 -0.063 0.819 0.580

---

Entry 5:
CH3ClF3NO2SSi | the ωB97M-V functional and the def2-TZVPD basis

Geometry as XYZ:
```
13
CH3ClF3NO2SSi (the ωB97M-V functional and the def2-TZVPD basis)
N 2.589 0.373 0.195
Si 1.105 -0.633 0.029
Cl 1.444 -2.373 -1.172
S -0.617 0.467 -0.761
O -0.382 1.996 -0.671
O -0.938 0.083 -2.256
C -2.072 -0.034 0.373
F -3.389 0.411 -0.142
F -1.978 -1.537 0.494
F -1.718 0.512 1.716
H 2.507 1.247 -0.401
H 2.688 0.609 1.207
H 0.762 -1.120 1.390
```

Properties
Charge: 0
Lowest unoccupied orbital energy: -0.9 eV
Frontier orbital gap: 10.414 eV

Atom charges from the Löwdin analysis, given in e for atoms 1 to 5: -0.134 0.190 0.252 0.694 -0.393

---

Entry 6:
CH3ClFP | the ωB97M-V functional and the def2-TZVPD basis

Geometry as XYZ:
```
7
CH3ClFP (the ωB97M-V functional and the def2-TZVPD basis)
C -0.660 -1.542 -0.219
F 0.566 -1.281 0.330
P -0.430 -0.161 -2.733
Cl 0.599 1.308 -1.888
H -0.721 -2.639 -0.299
H -1.313 -0.659 0.133
H -1.534 0.451 -2.418
```

Properties
Charge: 0
Lowest unoccupied orbital energy (spin up / spin down): -0.1 / -0.7 eV
Frontier orbital gap (spin up / spin down): 8.238 / 8.007 eV

Atom charges from the Löwdin analysis, given in e for atoms 1 to 5: -0.114 -0.138 0.335 0.046 0.060

---

Entry 7:
CH3ClN2 | the ωB97M-V functional and the def2-TZVPD basis

Geometry as XYZ:
```
7
CH3ClN2 (the ωB97M-V functional and the def2-TZVPD basis)
C -0.404 1.024 -0.177
N 0.472 -1.282 -0.283
N 0.778 -0.232 -0.771
Cl -1.305 1.394 -1.621
H -0.998 0.335 0.418
H 0.101 1.907 0.361
H 1.179 -2.030 -0.399
```

Properties
Charge: 0
Lowest unoccupied orbital energy (spin up / spin down): 1.2 / -1.4 eV
<S²>: 2.008
Frontier orbital gap (spin up / spin down): 7.753 / 9.797 eV
2S+1: 3

Atom charges from the Löwdin analysis, given in e for atoms 1 to 5: -0.530 -0.077 -0.125 0.546 0.023

---

Entry 8:
CH3ClN2O2 | the ωB97M-V functional and the def2-TZVPD basis

Geometry as XYZ:
```
9
CH3ClN2O2 (the ωB97M-V functional and the def2-TZVPD basis)
C 1.136 0.417 0.413
N -0.760 -1.880 -0.275
N 0.019 1.081 0.016
O -0.031 1.806 -0.979
O -1.085 0.819 0.768
Cl -2.053 -0.958 0.044
H 1.151 -0.102 1.367
H 2.196 0.472 -0.165
H -0.573 -1.655 -1.192
```

Properties
Charge: 0
Lowest unoccupied orbital energy (spin up / spin down): -1.6 / -2.2 eV
Frontier orbital gap (spin up / spin down): 8.219 / 7.153 eV

Atom charges from the Löwdin analysis, given in e for atoms 1 to 5: 0.098 -0.352 -0.462 -0.015 -0.245

---

Q: Which value of charge does entry 8 give?
A: 0